Entry 1:
Here is a structure of composition C12H28AlBeCaF4IMgN4O14PS2 at a distorted geometry from the Open Molecules 2025 dataset. Energies are from ωB97M-V/def2-TZVPD.

Cartesian coordinates (Å):
O 3.88076 1.38251 2.05805
P 3.41187 1.30739 0.52581
I 3.98506 3.45137 -0.42570
C 1.57485 1.25216 0.52589
C 0.74769 1.62497 1.75303
C -0.68846 1.22161 1.26440
N -0.47636 0.26921 0.08486
C 0.98758 -0.11692 0.23634
H 4.72760 0.89746 2.14290
H 1.27548 1.93575 -0.27758
H 0.76916 2.65120 2.10632
H 0.91743 0.97068 2.61350
H -1.10274 2.14695 0.87598
H -1.36295 0.73337 1.99775
H -0.57973 0.76998 -0.80121
H -0.95362 -0.62842 0.12124
H 1.40345 -0.72673 -0.55681
H 1.00482 -0.59649 1.21466
C -1.18535 1.22530 -3.79387
O -0.20873 1.83050 -3.39303
N -1.07124 -0.06541 -4.35100
N -2.44235 1.67924 -3.73585
H -1.89061 -0.52337 -4.72823
H -0.15299 -0.47561 -4.44326
H -2.60516 2.59081 -3.35256
H -3.24463 1.13697 -4.01512
C 5.58836 -1.44456 0.56993
O 4.38936 -1.59393 0.29000
O 6.00799 -0.64368 1.44409
O 6.50512 -2.07403 0.00967
Be -1.77683 -2.04743 -3.42626
C 0.65114 4.64015 4.17876
O -0.13513 3.58914 3.84803
H 0.18617 5.43048 4.78565
H 1.57721 4.38178 4.73791
H 1.05912 5.18775 3.29888
F -1.54309 -3.54119 -4.72879
Al -1.84633 -4.83233 -5.89595
F -0.42102 -5.04037 -6.71783
F -3.06826 -4.23829 -6.85843
F -2.30401 -6.15648 -5.00940
Mg -1.39761 0.63754 4.15416
C -3.23906 7.03839 3.35565
N -2.02354 7.54021 4.05300
O -2.17089 8.06771 5.13239
O -0.96346 7.37948 3.48527
H -4.10025 7.24900 3.97813
H -3.30219 7.55684 2.40393
H -3.10696 5.97045 3.20917
O -7.14505 0.92625 -2.14904
S -5.74572 1.24189 -1.84107
O -5.02129 0.24145 -1.11051
O -5.81924 2.55915 -1.01584
O -5.07052 1.64453 -3.11805
Ca -6.74457 3.69118 -2.52149
C 2.07612 -5.52388 1.78962
C 3.10454 -4.54581 1.20397
C 3.38278 -4.96241 -0.24284
S 1.87691 -5.76300 -0.82284
O 2.15865 -7.14396 -1.09070
O 1.23166 -4.91699 -1.79910
C 0.98654 -5.65048 0.72997
H 1.66733 -5.17247 2.73603
H 2.54720 -6.49198 1.96715
H 2.69266 -3.53340 1.20947
H 4.01991 -4.53101 1.79391
H 3.59333 -4.10939 -0.88268
H 4.19366 -5.68412 -0.31470
H 0.35434 -6.52729 0.84663
H 0.37407 -4.74940 0.68769

Its gap between HOMO and LUMO is 1.80 eV. The value obtained for the LUMO energy is -7.40 eV. The net charge is +1. As for the calculated total energy: -4715.7823 hartree.



Entry 2:
Here is a structure of composition C12H28BBaN at a distorted geometry from the Open Molecules 2025 dataset. Energies are from ωB97M-V/def2-TZVPD.

Cartesian coordinates (Å):
C 0.66931 -2.19346 0.78968
C 2.11812 -2.57485 0.36514
C 2.52054 -1.64768 -0.84154
C 3.16204 -0.35158 -0.25884
C 2.38608 0.95733 -0.66076
C 1.98334 1.79866 0.57889
C 1.32912 3.13780 0.10615
C -0.23349 3.13260 0.17413
C -0.86208 1.70634 0.16949
C -2.30442 1.76738 -0.49529
C -2.70910 0.27234 -0.88059
B -3.00096 -0.62383 0.39226
C -3.00696 -2.22332 0.22171
N -2.33804 -2.62613 -1.02678
H 0.62156 -1.12234 1.09245
H 0.36897 -2.77632 1.68392
H -0.07172 -2.35635 -0.00692
H 2.83127 -2.41582 1.18862
H 2.15865 -3.64602 0.11886
H 3.20970 -2.18299 -1.50721
H 1.57648 -1.37240 -1.33754
H 4.20606 -0.20547 -0.58022
H 3.17997 -0.36917 0.84363
H 3.07340 1.59004 -1.25063
H 1.54021 0.73782 -1.34175
H 1.38372 1.23980 1.32017
H 2.92873 2.06943 1.08306
H 1.69770 3.94503 0.75683
H 1.69434 3.35034 -0.90837
H -0.60068 3.63368 -0.73940
H -0.54484 3.77086 1.01471
H -0.26421 0.94870 -0.35185
H -1.02856 1.43559 1.25540
H -2.26239 2.36636 -1.41671
H -3.05288 2.23022 0.17602
H -1.86717 -0.11736 -1.46985
H -3.64227 0.27973 -1.47979
H -3.17792 -0.20082 1.48204
H -4.06624 -2.56177 0.23789
H -2.47405 -2.72811 1.05811
H -1.64516 -3.33538 -0.84472
H -3.00080 -2.96489 -1.70859
Ba -2.48539 0.22598 2.99815

Its gap between HOMO and LUMO is 6.86 eV. The value obtained for the LUMO energy is -8.55 eV. The net charge is +2. As for the calculated total energy: -578.4072 hartree.



Entry 3:
Here is a structure of composition C12H28BrN2O4PSb at a distorted geometry from the Open Molecules 2025 dataset. Energies are from ωB97M-V/def2-TZVPD.

Cartesian coordinates (Å):
C 4.10328 0.26651 1.18675
C 4.88486 0.43905 -0.11527
C 4.09840 0.20052 -1.42573
C 2.57912 0.11276 -1.34325
O 2.17135 -1.09887 -0.78263
Sb 0.30268 -1.13985 0.12619
C -1.61670 -1.12808 1.25160
C -2.05319 0.32641 1.46984
C -3.43690 0.63716 0.89085
C -3.75273 2.13385 0.80974
N -4.08431 2.53891 -0.57126
C -3.00524 2.35111 -1.51018
C -1.69845 3.05666 -1.25553
O -3.17566 1.68370 -2.49810
C 1.00078 -3.03267 1.16065
C 1.43907 -2.78756 2.51465
O 2.35936 -2.16459 2.93558
Br 0.16623 -3.54907 3.91595
P -0.44024 -2.68471 -1.80650
N -1.19822 -1.49706 -2.81913
O -1.81897 -3.40021 -1.20433
H 4.74991 0.52104 2.03410
H 3.23682 0.92930 1.23902
H 3.76357 -0.75804 1.33163
H 5.72002 -0.26816 -0.09000
H 5.32079 1.44212 -0.12816
H 4.44491 -0.72509 -1.89435
H 4.33629 1.01422 -2.12275
H 2.20286 0.20285 -2.37852
H 2.18050 0.98597 -0.79718
H -0.19944 0.25838 -0.84648
H 0.96284 -0.12200 1.36914
H -1.40393 -1.60113 2.21183
H -2.39792 -1.69383 0.74091
H -1.34750 1.01088 0.97514
H -2.02940 0.58486 2.53228
H -4.20140 0.11955 1.47619
H -3.47397 0.21885 -0.11999
H -4.63077 2.36884 1.41525
H -2.91826 2.70681 1.23373
H -4.28582 3.53637 -0.56185
H -1.34989 2.94283 -0.23063
H -1.83468 4.12256 -1.45893
H -0.94746 2.64306 -1.92708
H 1.84411 -3.41372 0.58143
H 0.18057 -3.74735 1.12476
H -0.46576 -0.95987 -3.27247
H -1.75683 -0.83021 -2.28341
H -2.52467 -2.75306 -1.08350

Its gap between HOMO and LUMO is 6.43 eV. The value obtained for the LUMO energy is 2.62 eV. The net charge is -1. As for the calculated total energy: -4040.1027 hartree.